Formula: C5H15NOS
Source: the OMol25 dataset
Level of theory: the ωB97M-V functional and the def2-TZVPD basis

Computed properties:
* electronic energy: -727.65246 hartree
* max |F|: 0.02441 Eh/bohr
* highest occupied orbital energy: -0.3175 Eh
* SMILES string: CNCCCCS.O
* relative energy (zero: lowest compared OMol25 entry of this formula, charge and spin): 20.9 kcal/mol
* frontier orbital gap: 0.3401 hartree
* molar mass: 137.248 g mol⁻¹
* net charge: 0

XYZ file:
```
23
Properties=species:S:1:pos:R:3:forces:R:3
C -1.819669 0.016869 0.148442 -0.4 -0.1 0.5
C -0.957433 1.009081 -0.629782 -0.3 0.6 0.8
C 0.010292 0.331845 -1.584269 -0.4 0.7 -0.1
S -0.729242 0.088786 -3.223751 0.2 -0.1 -0.3
C -1.061778 -1.054822 0.937980 -0.3 -1.0 -0.2
N -0.336200 -0.629487 2.125972 -0.1 0.8 -0.2
C 0.998305 -0.054367 1.954260 0.3 -1.2 -0.1
H -2.476046 0.433614 0.927893 0.2 0.8 -0.4
H -2.553342 -0.376079 -0.560218 0.2 -0.6 0.0
H -1.602693 1.712515 -1.161158 0.0 -0.2 -0.2
H -0.392460 1.661643 0.035106 0.1 -0.2 0.3
H 0.374880 -0.582255 -1.142162 0.2 -0.3 -0.2
H 0.855800 0.996248 -1.738658 0.1 0.0 -0.1
H -1.147622 -1.169347 -3.096759 -0.1 -0.2 0.1
H -0.431883 -1.667222 0.299101 0.6 0.2 -0.1
H -1.758473 -1.827434 1.284068 -0.4 0.3 0.0
H -0.907233 0.055669 2.606053 -0.1 -0.1 0.1
H 1.126945 0.743062 1.214369 -0.1 0.2 0.4
H 1.373490 0.184758 2.950945 0.0 0.5 -0.2
H 1.649882 -0.870194 1.626629 0.1 0.1 -0.2
H 3.979758 0.643980 -0.890299 0.0 0.0 0.0
H 2.695830 0.027885 -1.449831 0.1 0.0 0.0
O 3.108885 0.325256 -0.633926 0.1 0.0 0.0
```
Forces are in eV/Å.

---

Formula: C33H24Cl5IN3Ru
Source: the OMol25 dataset
Level of theory: the ωB97M-V functional and the def2-TZVPD basis

Computed properties:
* electronic energy: -4129.53565 hartree
* max |F|: 0.07423 Eh/bohr
* highest occupied orbital energy (spin up / spin down): -0.2523 / -0.2714 Eh
* spin multiplicity: 2
* relative energy (zero: lowest compared OMol25 entry of this formula, charge and spin): 82.0 kcal/mol
* frontier orbital gap (spin up / spin down): 0.2128 / 0.2269 hartree
* molar mass: 867.815 g mol⁻¹
* net charge: 0

XYZ file:
```
67
Properties=species:S:1:pos:R:3:forces:R:3
Ru 0.434036 0.015885 -0.646799 -0.3 0.0 0.2
I 2.644524 -1.573628 -0.039340 0.0 -0.1 0.1
C 2.317634 -1.387464 2.008266 -0.1 0.1 0.0
C 3.155462 -2.012857 2.879137 0.0 0.0 0.0
C 2.980785 -1.822079 4.269708 0.0 0.0 0.0
C 2.041169 -0.944742 4.711873 0.0 0.1 0.0
C 1.206030 -0.245490 3.799565 0.1 0.0 -0.1
C 0.427849 0.845206 4.210761 0.7 0.4 -0.2
C -0.237138 1.585231 3.259639 -2.9 -1.9 1.5
C -0.590099 0.933092 2.060274 0.9 0.4 -0.8
C 0.258327 -0.013842 1.507020 0.2 0.4 0.0
C 1.244627 -0.540774 2.401036 0.0 -0.2 0.1
H 3.950166 -2.651154 2.516268 0.0 0.0 0.0
H 3.623516 -2.345850 4.964787 0.0 0.0 0.0
H 1.944686 -0.725578 5.768851 0.0 0.0 0.0
H 0.492784 1.186847 5.237495 0.0 0.0 0.0
H -0.946075 2.309229 3.654485 0.4 0.5 -0.3
H -1.366301 1.374553 1.442347 0.0 0.0 0.0
C 3.617166 3.026513 3.510385 0.0 -0.1 0.1
C 2.329061 3.520675 3.392995 -0.2 -0.5 0.4
C 1.477824 3.076785 2.377554 2.1 2.2 -1.5
C 2.069120 2.339746 1.343572 -0.1 -0.7 0.0
C 3.338922 1.798036 1.465837 0.1 0.0 0.0
C 4.116782 2.139792 2.559643 -0.1 0.0 0.0
N 1.318996 2.075088 0.133655 -0.5 -0.3 0.4
N 0.520363 3.010406 -0.097435 0.2 0.1 -0.2
C -0.365223 2.715365 -1.120541 0.0 0.0 -0.1
C -1.023857 3.736947 -1.711976 0.0 0.0 0.0
C -1.835545 3.516646 -2.883507 0.0 0.0 0.0
C -1.882012 2.304426 -3.445425 0.0 0.0 0.0
C -1.151645 1.137146 -2.863169 -0.1 0.0 0.1
C -0.543388 1.328410 -1.496538 0.0 0.2 -0.1
H 4.253057 3.351418 4.324125 0.0 0.0 0.0
H 1.944975 4.216995 4.128984 0.1 0.1 0.0
H 0.721623 3.775711 2.039481 -0.8 -0.6 0.5
H 3.719416 1.162883 0.676525 0.0 0.0 0.0
H 5.120590 1.748198 2.656227 0.0 0.0 0.0
H -0.900987 4.734285 -1.308088 0.0 0.0 0.0
H -2.376745 4.347129 -3.316232 0.0 0.0 0.0
H -2.475049 2.140471 -4.333752 0.0 0.0 0.0
H -1.821175 0.268893 -2.850952 0.0 0.0 0.0
Cl 0.839578 -3.199481 -2.358646 0.1 0.0 0.0
C 0.608270 -1.755096 -3.322478 0.0 0.0 0.0
C 0.542475 -0.523873 -2.737468 0.2 0.0 0.0
C 0.109955 0.604736 -3.652600 0.0 0.1 0.0
Cl 1.419953 1.909758 -3.620068 0.0 0.0 0.0
C -0.109132 0.301714 -5.094171 -0.1 -0.1 0.0
Cl -0.545880 1.589016 -6.149437 0.0 0.0 0.0
C 0.089384 -0.951045 -5.586364 0.0 0.0 0.0
Cl -0.093981 -1.263814 -7.271083 0.0 0.0 0.0
C 0.446317 -2.005214 -4.718027 0.0 0.0 0.0
Cl 0.675522 -3.572159 -5.369391 0.0 0.0 0.0
C -4.255910 -2.298799 -1.122000 0.0 0.0 0.0
C -3.037776 -2.990366 -0.496718 0.0 0.0 0.0
C -2.669740 -4.256964 -1.278173 0.0 0.0 0.0
C -3.300480 -3.315486 0.979426 0.0 0.0 0.0
C -1.901745 -2.058493 -0.560114 0.1 0.0 -0.1
N -1.014157 -1.340673 -0.622239 0.1 -0.1 0.0
H -5.119571 -2.959714 -1.040989 0.0 0.0 0.0
H -4.084062 -2.082982 -2.176796 0.0 0.0 0.0
H -4.484330 -1.365474 -0.607223 0.0 0.0 0.0
H -3.502234 -4.959835 -1.223446 0.0 0.0 0.0
H -1.783772 -4.732213 -0.858516 0.0 0.0 0.0
H -2.472099 -4.029675 -2.325661 0.0 0.0 0.0
H -4.150614 -3.995162 1.047233 0.0 0.0 0.0
H -3.526810 -2.411968 1.545356 0.0 0.0 0.0
H -2.433412 -3.795315 1.432843 0.0 0.0 0.0
```
Forces are in eV/Å.

---

Formula: C2H10O2Si2
Source: the OMol25 dataset
Level of theory: the ωB97M-V functional and the def2-TZVPD basis

Computed properties:
* electronic energy: -811.72846 hartree
* max |F|: 0.05589 Eh/bohr
* highest occupied orbital energy: -0.3509 Eh
* SMILES string: C[Si@H](O)[Si@@H](C)O
* relative energy (zero: lowest compared OMol25 entry of this formula, charge and spin): 48.7 kcal/mol
* frontier orbital gap: 0.3754 hartree
* molar mass: 122.272 g mol⁻¹
* net charge: 0

XYZ file:
```
16
Properties=species:S:1:pos:R:3:forces:R:3
C -1.930955 1.065838 -0.118906 -1.3 0.9 -2.4
C 1.815918 0.739388 0.869818 -1.5 0.5 -1.2
O -1.368079 -1.653270 0.370721 1.0 -0.9 0.8
O 1.913922 -1.947400 -0.346186 -0.2 1.5 -0.6
Si -0.931310 -0.441871 -0.629580 -1.4 0.4 -1.3
Si 1.389027 -0.317272 -0.604120 0.9 -1.2 0.1
H -1.920634 1.747375 -1.094294 0.0 -1.0 2.1
H -3.044861 0.808429 0.009419 1.6 0.2 -0.1
H -1.587211 1.617024 0.744271 0.1 0.2 0.1
H 1.161463 0.526456 1.673694 -0.8 -0.6 1.0
H 2.783989 0.662605 1.223354 2.1 -0.1 0.5
H 1.572998 1.776033 0.661472 0.2 0.4 -0.3
H -2.294095 -1.736349 0.531962 -0.8 -0.1 0.2
H 1.961108 -2.288406 0.553064 -0.2 0.3 -0.1
H -1.565654 -0.820486 -1.964402 0.5 0.3 0.2
H 2.044379 0.261900 -1.880286 -0.5 -0.6 0.9
```
Forces are in eV/Å.

---

Please write out number 3 again, unchanged.
Formula: C2H10O2Si2
Source: the OMol25 dataset
Level of theory: the ωB97M-V functional and the def2-TZVPD basis

Computed properties:
* electronic energy: -811.72846 hartree
* max |F|: 0.05589 Eh/bohr
* highest occupied orbital energy: -0.3509 Eh
* SMILES string: C[Si@H](O)[Si@@H](C)O
* relative energy (zero: lowest compared OMol25 entry of this formula, charge and spin): 48.7 kcal/mol
* frontier orbital gap: 0.3754 hartree
* molar mass: 122.272 g mol⁻¹
* net charge: 0

XYZ file:
```
16
Properties=species:S:1:pos:R:3:forces:R:3
C -1.930955 1.065838 -0.118906 -1.3 0.9 -2.4
C 1.815918 0.739388 0.869818 -1.5 0.5 -1.2
O -1.368079 -1.653270 0.370721 1.0 -0.9 0.8
O 1.913922 -1.947400 -0.346186 -0.2 1.5 -0.6
Si -0.931310 -0.441871 -0.629580 -1.4 0.4 -1.3
Si 1.389027 -0.317272 -0.604120 0.9 -1.2 0.1
H -1.920634 1.747375 -1.094294 0.0 -1.0 2.1
H -3.044861 0.808429 0.009419 1.6 0.2 -0.1
H -1.587211 1.617024 0.744271 0.1 0.2 0.1
H 1.161463 0.526456 1.673694 -0.8 -0.6 1.0
H 2.783989 0.662605 1.223354 2.1 -0.1 0.5
H 1.572998 1.776033 0.661472 0.2 0.4 -0.3
H -2.294095 -1.736349 0.531962 -0.8 -0.1 0.2
H 1.961108 -2.288406 0.553064 -0.2 0.3 -0.1
H -1.565654 -0.820486 -1.964402 0.5 0.3 0.2
H 2.044379 0.261900 -1.880286 -0.5 -0.6 0.9
```
Forces are in eV/Å.

---

Which value of molar mass does entry 1 give? 137.248 g mol⁻¹